(1)
# CH3BrO2S

A 2-piece molecular cluster, CH3BrO2S overall in a non-equilibrium geometry (ωB97M-V/def2-TZVPD, the OMol25 dataset).

Calculated values
- Spin multiplicity: 1
- Net charge: 0
- LUMO (spin up / spin down): -1.47 / -0.86 eV
- Total energy: -86055.146 eV
- E_HOMO (spin up / spin down): -8.24 / -9.16 eV
- Relative energy (zero: lowest compared OMol25 entry of this formula, charge and spin): 243.4 kJ/mol
- Orbital gap (spin up / spin down): 6.77 / 8.31 eV

Cartesian coordinates (Å):
C: -0.119 0.141 0.048
O: -2.686 2.057 -0.550
O: 0.463 -1.037 0.450
S: -2.741 1.267 0.679
Br: -3.706 -0.704 -0.133
H: -0.106 -1.825 0.592
H: -0.844 0.274 -0.827
H: 0.498 0.972 0.173

(2)
# CH3BrS

A 2-piece molecular cluster, CH3BrS overall in a non-equilibrium geometry (ωB97M-V/def2-TZVPD, the OMol25 dataset).

Calculated values
- Spin multiplicity: 1
- Net charge: 0
- LUMO: -0.34 eV
- Total energy: -81960.036 eV
- E_HOMO: -8.89 eV
- Relative energy (zero: lowest compared OMol25 entry of this formula, charge and spin): 284.0 kJ/mol
- Orbital gap: 8.55 eV

Cartesian coordinates (Å):
C: -0.290 0.315 -0.128
S: 0.426 -0.451 1.302
Br: 0.837 1.269 -1.273
H: -1.325 -1.068 -0.782
H: -1.165 0.877 0.167
H: 1.517 -0.942 0.714

(3)
# CH3Cl2FSi

A 2-piece molecular cluster, CH3Cl2FSi overall in a non-equilibrium geometry (ωB97M-V/def2-TZVPD, the OMol25 dataset).

Calculated values
- Spin multiplicity: 1
- Net charge: 0
- LUMO (spin up / spin down): -0.94 / -0.94 eV
- Total energy: -36724.980 eV
- E_HOMO (spin up / spin down): -9.57 / -9.57 eV
- Relative energy (zero: lowest compared OMol25 entry of this formula, charge and spin): 572.3 kJ/mol
- Orbital gap (spin up / spin down): 8.64 / 8.64 eV

Cartesian coordinates (Å):
C: 0.867 -0.495 -0.109
F: 1.344 -0.307 -1.389
Si: -0.633 0.559 0.143
Cl: -2.262 -0.348 -0.686
Cl: -0.073 2.249 -0.698
H: 0.675 -1.600 0.098
H: 1.705 -0.059 0.431
H: -1.623 0.001 2.210

(4)
# CH3Cl2N4

An isolated ion of composition CH3Cl2N4 and charge +1 in a non-equilibrium geometry (ωB97M-V/def2-TZVPD, the OMol25 dataset).

Calculated values
- Spin multiplicity: 1
- Net charge: +1
- LUMO: -6.62 eV
- Total energy: -32076.789 eV
- SMILES: [H]/N=N/C=N/[NH+](Cl)Cl
- E_HOMO: -14.28 eV
- Relative energy (zero: lowest compared OMol25 entry of this formula, charge and spin): 357.5 kJ/mol
- Orbital gap: 7.66 eV

Cartesian coordinates (Å):
C: 0.007 0.294 0.548
N: -0.524 0.552 2.852
N: -0.339 -0.690 -0.216
N: -0.534 0.691 1.647
N: 0.177 -0.816 -1.622
Cl: -0.369 0.361 -2.745
Cl: 2.112 -0.815 -1.597
H: 0.694 0.936 -0.036
H: -1.273 1.182 3.214
H: 0.048 -1.696 -2.045